No. 1
The following is a quantum chemistry calculation of 2 unconnected molecules or ions with the total composition CH3O4, from the Open Molecules 2025 dataset.

Computed properties:
**Total charge**: +1
**E_HOMO (spin up / spin down)**: -17.04 / -17.03 eV
**ΔE to the lowest compared entry with this formula, charge and spin**: 622.4 kJ/mol
**E**: -340.23888 Ha

```
8
CH3O4 the ωB97M-V functional and the def2-TZVPD basis
C -0.47 -0.91 0.49
O 2.33 1.24 -0.26
O -1.53 -0.37 0.89
O 0.28 1.00 -0.94
O 1.37 1.62 -0.98
H -0.28 -1.52 -0.54
H 0.52 -0.78 1.09
H -2.21 -0.29 0.25
```

Atom charges from the natural (NBO) analysis, given in e for atoms 1 to 5: number 1, C, carries 0.377; number 2, O, carries -0.068; number 3, O, carries -0.491; number 4, O, carries -0.215; number 5, O, carries 0.349

=====

No. 2
The following is a quantum chemistry calculation of CH3O4P in the gas phase, from the Open Molecules 2025 dataset.

Computed properties:
**Structure (SMILES)**: O=COP(O)O
**Total charge**: 0
**E_HOMO**: -10.30 eV
**ΔE to the lowest compared entry with this formula, charge and spin**: 37.5 kJ/mol
**E**: -682.28000 Ha

```
9
CH3O4P the ωB97M-V functional and the def2-TZVPD basis
O 2.88 0.19 0.04
C 1.83 0.03 -0.47
O 0.69 0.06 0.19
P -0.83 0.29 -0.46
O -1.29 -1.11 0.13
O -1.43 1.25 0.65
H 1.87 -0.17 -1.51
H -2.25 -1.29 -0.03
H -1.48 0.74 1.46
```

Atom charges from the natural (NBO) analysis, given in e for atoms 1 to 5: number 1, O, carries -0.542; number 2, C, carries 0.642; number 3, O, carries -0.780; number 4, P, carries 1.558; number 5, O, carries -1.005

=====

No. 3
The following is a quantum chemistry calculation of 2 unconnected molecules or ions with the total composition CH3O4P, from the Open Molecules 2025 dataset.

Computed properties:
**Total charge**: 0
**E_HOMO (spin up / spin down)**: -5.36 / -9.91 eV
**ΔE to the lowest compared entry with this formula, charge and spin**: 50.8 kJ/mol
**E**: -682.07141 Ha
**2S+1**: 3

```
9
CH3O4P the ωB97M-V functional and the def2-TZVPD basis
C 0.14 0.22 0.98
O -1.19 -1.28 -2.97
O 0.93 -0.55 1.64
O 0.68 1.16 0.27
O -0.40 -0.99 -0.65
P -1.13 -0.32 -1.89
H -0.93 0.34 1.40
H 1.78 -0.55 1.21
H 0.12 1.97 0.01
```

Atom charges from the natural (NBO) analysis, given in e for atoms 1 to 5: number 1, C, carries 0.728; number 2, O, carries -0.918; number 3, O, carries -0.602; number 4, O, carries -0.664; number 5, O, carries -1.021

=====

No. 4
The following is a quantum chemistry calculation of a molecular structure, CH3PS, from the Open Molecules 2025 dataset.

Computed properties:
**Total charge**: 0
**E_HOMO**: -8.76 eV
**ΔE to the lowest compared entry with this formula, charge and spin**: 329.2 kJ/mol
**E**: -779.28892 Ha

```
6
CH3PS the ωB97M-V functional and the def2-TZVPD basis
C -1.31 0.81 1.11
P -0.19 0.00 -0.72
S -2.08 2.11 1.26
H -0.95 -1.04 -0.11
H 0.40 -0.43 -1.92
H 0.82 -0.82 -0.02
```

Atom charges from the natural (NBO) analysis, given in e for atoms 1 to 5: number 1, C, carries -0.323; number 2, P, carries 0.097; number 3, S, carries 0.204; number 4, H, carries 0.044; number 5, H, carries -0.051

=====

No. 5
The following is a quantum chemistry calculation of 2 unconnected molecules or ions with the total composition CH3PSi, from the Open Molecules 2025 dataset.

Computed properties:
**Structure (SMILES)**: C1=P#[Si]1.[H][H]
**Total charge**: 0
**E_HOMO**: -8.63 eV
**ΔE to the lowest compared entry with this formula, charge and spin**: 109.8 kJ/mol
**E**: -670.62108 Ha

```
6
CH3PSi the ωB97M-V functional and the def2-TZVPD basis
C -1.81 0.75 -0.79
P -2.34 -0.48 0.26
Si -0.30 0.23 0.31
H -2.40 1.05 -1.62
H 0.45 -2.67 1.85
H 0.01 -2.34 2.28
```

Atom charges from the natural (NBO) analysis, given in e for atoms 1 to 5: number 1, C, carries -0.996; number 2, P, carries 0.170; number 3, Si, carries 0.601; number 4, H, carries 0.223; number 5, H, carries 0.000

=====

No. 6
The following is a quantum chemistry calculation of CH4BBr in the gas phase, from the Open Molecules 2025 dataset.

Computed properties:
**Total charge**: 0
**E_HOMO**: -8.87 eV
**ΔE to the lowest compared entry with this formula, charge and spin**: 376.7 kJ/mol
**E**: -2639.24158 Ha

```
7
CH4BBr the ωB97M-V functional and the def2-TZVPD basis
B 0.13 -1.13 0.00
C 0.16 1.04 -0.02
Br 1.85 -0.03 0.01
H -0.19 -1.76 -1.02
H -0.16 -1.26 1.01
H 0.15 1.43 0.96
H 0.00 1.57 -0.93
```

Atom charges from the natural (NBO) analysis, given in e for atoms 1 to 5: number 1, B, carries 0.062; number 2, C, carries -0.624; number 3, Br, carries 0.248; number 4, H, carries -0.019; number 5, H, carries -0.083

=====

No. 7
The following is a quantum chemistry calculation of CH4BBrO2 in the gas phase, from the Open Molecules 2025 dataset.

Computed properties:
**Structure (SMILES)**: OB(O)CBr
**Total charge**: 0
**E_HOMO**: -9.66 eV
**ΔE to the lowest compared entry with this formula, charge and spin**: 11.8 kJ/mol
**E**: -2789.93580 Ha

```
9
CH4BBrO2 the ωB97M-V functional and the def2-TZVPD basis
O 0.52 1.42 0.66
B 0.37 0.26 0.05
O 1.10 -0.19 -0.93
C -0.83 -0.80 0.54
Br -2.15 -0.72 -1.10
H 1.14 2.13 0.44
H 1.82 0.35 -1.33
H -0.44 -1.82 0.33
H -1.53 -0.62 1.34
```

Atom charges from the natural (NBO) analysis, given in e for atoms 1 to 5: number 1, O, carries -0.895; number 2, B, carries 1.072; number 3, O, carries -0.885; number 4, C, carries -0.651; number 5, Br, carries -0.123

=====

No. 8
The following is a quantum chemistry calculation of CH4BClS in the gas phase, from the Open Molecules 2025 dataset.

Computed properties:
**Structure (SMILES)**: BCSCl
**Total charge**: 0
**E_HOMO**: -9.41 eV
**ΔE to the lowest compared entry with this formula, charge and spin**: 199.7 kJ/mol
**E**: -923.65383 Ha

```
8
CH4BClS the ωB97M-V functional and the def2-TZVPD basis
B -0.32 0.70 0.12
C 0.72 -0.39 -0.12
S 2.36 0.88 -0.08
Cl 3.90 -0.51 0.10
H -0.57 1.47 -0.72
H -0.64 0.72 1.32
H 0.88 -0.97 0.83
H 1.00 -0.86 -0.96
```

Atom charges from the natural (NBO) analysis, given in e for atoms 1 to 5: number 1, B, carries 0.400; number 2, C, carries -0.730; number 3, S, carries 0.161; number 4, Cl, carries -0.156; number 5, H, carries -0.071

=====

No. 9
The following is a quantum chemistry calculation of a molecular structure, CH4BClS, from the Open Molecules 2025 dataset.

Computed properties:
**Total charge**: 0
**E_HOMO**: -9.25 eV
**ΔE to the lowest compared entry with this formula, charge and spin**: 284.7 kJ/mol
**E**: -923.62146 Ha

```
8
CH4BClS the ωB97M-V functional and the def2-TZVPD basis
B -0.67 0.14 0.83
C -0.25 -0.08 -0.65
S 1.24 -0.84 -0.32
Cl 2.78 0.46 0.05
H -1.44 -0.43 1.44
H -0.21 1.24 1.32
H -1.12 -1.17 -1.19
H -0.34 0.68 -1.48
```

Atom charges from the natural (NBO) analysis, given in e for atoms 1 to 5: number 1, B, carries 0.341; number 2, C, carries -0.929; number 3, S, carries 0.358; number 4, Cl, carries -0.152; number 5, H, carries -0.066

=====

No. 10
The following is a quantum chemistry calculation of CH4BNO2 in the gas phase, from the Open Molecules 2025 dataset.

Computed properties:
**Structure (SMILES)**: CBON=O
**Total charge**: 0
**E_HOMO**: -10.62 eV
**ΔE to the lowest compared entry with this formula, charge and spin**: 65.3 kJ/mol
**E**: -270.50175 Ha

```
9
CH4BNO2 the ωB97M-V functional and the def2-TZVPD basis
C -0.23 0.42 0.05
B 1.02 -0.58 0.23
O 1.77 -0.43 1.36
N 2.89 -1.03 1.60
O 3.61 -1.21 0.65
H 0.11 1.56 0.06
H -1.01 0.23 0.74
H -0.66 0.18 -0.89
H 1.36 -1.52 -0.60
```

Atom charges from the natural (NBO) analysis, given in e for atoms 1 to 5: number 1, C, carries -1.004; number 2, B, carries 0.776; number 3, O, carries -0.520; number 4, N, carries 0.384; number 5, O, carries -0.301

=====

No. 11
The following is a quantum chemistry calculation of 2 unconnected molecules or ions with the total composition CH4Br2Si, from the Open Molecules 2025 dataset.

Computed properties:
**Total charge**: 0
**E_HOMO (spin up / spin down)**: -10.36 / -8.52 eV
**ΔE to the lowest compared entry with this formula, charge and spin**: 561.8 kJ/mol
**E**: -5477.86868 Ha

```
8
CH4Br2Si the ωB97M-V functional and the def2-TZVPD basis
C 0.25 -0.88 0.18
Si -1.02 0.37 -0.11
Br 2.97 1.77 -0.11
Br 0.81 -2.45 -0.56
H 1.03 -0.34 0.84
H -2.18 -0.26 0.46
H -1.32 0.54 -1.54
H -0.55 1.24 0.86
```

Atom charges from the natural (NBO) analysis, given in e for atoms 1 to 5: number 1, C, carries -0.734; number 2, Si, carries 0.866; number 3, Br, carries -0.058; number 4, Br, carries 0.166; number 5, H, carries 0.211

=====

No. 12
The following is a quantum chemistry calculation of 2 unconnected molecules or ions with the total composition CH4Br2Si, from the Open Molecules 2025 dataset.

Computed properties:
**Total charge**: 0
**E_HOMO (spin up / spin down)**: -10.09 / -8.39 eV
**ΔE to the lowest compared entry with this formula, charge and spin**: 451.8 kJ/mol
**E**: -5477.91057 Ha

```
8
CH4Br2Si the ωB97M-V functional and the def2-TZVPD basis
C 0.57 0.72 0.16
Si -0.75 -0.68 0.11
Br 2.31 0.07 0.51
Br -2.86 0.08 0.34
H 0.20 1.39 1.00
H 0.70 1.09 -0.81
H -0.48 -1.75 1.07
H 0.32 -0.91 -2.38
```

Atom charges from the natural (NBO) analysis, given in e for atoms 1 to 5: number 1, C, carries -0.945; number 2, Si, carries 1.006; number 3, Br, carries 0.048; number 4, Br, carries -0.299; number 5, H, carries 0.250